Entry 1:
Here is C17H14INO2Sr as an isolated structure at a distorted geometry from the Open Molecules 2025 dataset. Energies are from ωB97M-V/def2-TZVPD.

Positions of all 36 atoms, in Å:
O1 -0.841 1.171 -4.464
C1 -0.294 1.370 -3.416
N1 0.848 2.191 -3.215
C2 1.382 1.895 -1.927
O2 2.500 2.164 -1.597
C3 0.317 1.162 -1.166
C4 -0.662 0.812 -2.088
C5 -1.773 0.056 -1.757
C6 -1.883 -0.367 -0.431
C7 -2.998 -1.284 0.005
C8 -2.802 -2.769 -0.435
C9 -1.465 -3.126 -1.024
I1 0.138 -3.068 0.492
C10 -0.919 0.038 0.505
C11 0.208 0.804 0.180
C12 1.172 1.165 1.243
C13 1.392 0.284 2.306
C14 2.263 0.599 3.339
C15 2.947 1.809 3.322
C16 2.730 2.696 2.276
C17 1.850 2.383 1.251
H1 1.545 2.054 -3.941
H2 -2.509 -0.204 -2.509
H3 -3.932 -0.933 -0.432
H4 -3.125 -1.223 1.084
H5 -3.509 -3.026 -1.228
H6 -3.002 -3.415 0.419
H7 -1.106 -2.451 -1.796
H8 -1.415 -4.151 -1.382
H9 -1.075 -0.253 1.538
H10 0.859 -0.660 2.351
H11 2.395 -0.088 4.164
H12 3.635 2.068 4.114
H13 3.245 3.646 2.254
H14 1.683 3.106 0.467
Sr1 2.200 -4.454 1.499

The calculation puts the lowest unoccupied orbital energy at -0.33299 Ha. The value obtained for the largest force on an atom is 0.05794 hartree/bohr. The value obtained for the orbital gap is 0.17103 hartree. The calculation puts the highest occupied orbital energy at -13.72 eV. For the molecular weight, the calculation gives 478.828 g/mol. The charge is +2.

Entry 2:
Here is C17H23N4PdS3 as an isolated structure at a distorted geometry from the Open Molecules 2025 dataset. Energies are from ωB97M-V/def2-TZVPD.

Positions of all 48 atoms, in Å:
Pd1 -0.127 -0.724 0.253
S1 2.297 -0.996 0.286
C1 2.614 -0.090 1.721
C2 3.871 0.508 1.874
C3 4.214 1.143 3.054
C4 5.490 1.737 3.209
N1 6.530 2.199 3.333
C5 3.291 1.178 4.133
C6 2.051 0.590 3.993
C7 1.675 -0.021 2.789
S2 0.105 -0.700 2.699
C8 3.646 1.837 5.336
N2 3.926 2.380 6.303
H1 4.581 0.474 1.061
H2 1.345 0.603 4.808
C9 1.703 1.555 -2.199
N3 0.328 1.364 -2.615
C10 0.195 0.628 -3.856
C11 -0.702 1.594 -1.789
S3 -0.399 1.691 -0.088
N4 -1.940 1.814 -2.242
C12 -2.249 2.289 -3.578
C13 -3.082 1.778 -1.354
H3 2.288 1.823 -3.082
H4 2.124 0.633 -1.774
H5 1.782 2.359 -1.468
H6 0.942 -0.167 -3.861
H7 0.379 1.268 -4.720
H8 -0.787 0.170 -3.934
H9 -1.369 2.699 -4.062
H10 -2.989 3.085 -3.493
H11 -2.679 1.497 -4.196
H12 -2.843 1.220 -0.450
H13 -3.917 1.295 -1.863
H14 -3.385 2.787 -1.066
C14 -1.089 -3.889 -0.015
C15 -1.974 -2.978 0.842
C16 -3.321 -3.655 1.161
C17 -2.189 -1.654 0.154
H15 -0.874 -4.818 0.506
H16 -0.134 -3.385 -0.244
H17 -1.586 -4.130 -0.953
H18 -1.485 -2.807 1.819
H19 -3.906 -3.791 0.255
H20 -3.896 -3.057 1.865
H21 -3.140 -4.628 1.608
H22 -2.822 -0.969 0.731
H23 -2.492 -1.740 -0.896

The calculation puts the lowest unoccupied orbital energy (spin up / spin down) at -0.12263 / -0.23936 Ha. The value obtained for the largest force on an atom is 0.02031 hartree/bohr. The expectation value of S² is 6.0399. The value obtained for the orbital gap (spin up / spin down) is 0.29611 / 0.19047 hartree. The energy above the lowest of the compared OMol25 structures with the same formula, charge and spin comes out at 8.2 kcal per mole. The calculation puts the highest occupied orbital energy (spin up / spin down) at -11.39 / -11.70 eV. For the molecular weight, the calculation gives 486.020 g/mol. The spin multiplicity is 5. The charge is +1.

Entry 3:
Here is C24H17ClN4O2Ti as an isolated structure from the Open Molecules 2025 dataset. Energies are from ωB97M-V/def2-TZVPD.

Positions of all 49 atoms, in Å:
Ti1 -0.242 0.780 0.228
C1 0.005 -4.413 -0.628
C2 0.681 -4.102 0.548
C3 0.427 -2.918 1.216
C4 -0.526 -2.024 0.718
C5 -1.222 -2.353 -0.443
C6 -0.947 -3.536 -1.119
N1 -0.723 -0.753 1.305
C7 -0.908 -0.600 2.693
C8 -1.292 -1.561 3.606
C9 -1.463 -1.185 4.941
C10 -1.260 0.125 5.336
C11 -0.884 1.102 4.411
C12 -0.713 0.726 3.094
N2 -0.360 1.555 2.013
N3 -0.040 2.841 2.340
C13 0.342 3.448 1.253
C14 0.749 4.825 1.233
C15 1.143 5.392 0.074
C16 1.156 4.613 -1.129
C17 0.771 3.320 -1.073
N4 0.355 2.708 0.085
H1 0.216 -5.337 -1.149
H2 1.424 -4.784 0.941
H3 0.971 -2.663 2.117
H4 -2.001 -1.686 -0.793
H5 -1.492 -3.775 -2.024
H6 -1.457 -2.584 3.293
H7 -1.760 -1.930 5.667
H8 -1.396 0.401 6.373
H9 -0.723 2.130 4.700
H10 0.725 5.366 2.168
H11 1.452 6.428 0.046
H12 1.476 5.041 -2.068
H13 0.783 2.691 -1.956
Cl1 0.745 -1.745 -6.555
C18 0.808 -1.177 -4.918
C19 1.963 -1.415 -4.150
C20 2.053 -0.982 -2.857
C21 0.986 -0.281 -2.246
O1 1.109 0.126 -1.019
C22 -0.183 -0.063 -3.025
C23 -1.352 0.563 -2.510
O2 -1.553 0.953 -1.341
C24 -0.245 -0.512 -4.368
H14 2.788 -1.949 -4.603
H15 2.938 -1.161 -2.263
H16 -2.182 0.688 -3.216
H17 -1.141 -0.332 -4.948

The calculation puts the lowest unoccupied orbital energy (spin up / spin down) at -0.05003 / -0.05004 Ha. The value obtained for the largest force on an atom is 0.00691 hartree/bohr. The value obtained for the orbital gap (spin up / spin down) is 0.19523 / 0.19521 hartree. The energy above the lowest of the compared OMol25 structures with the same formula, charge and spin comes out at 1.2 kcal per mole. The calculation puts the highest occupied orbital energy (spin up / spin down) at -6.67 / -6.67 eV. For the molecular weight, the calculation gives 476.746 g/mol. The charge is 0.

Entry 4:
Here is a 2-piece molecular cluster, C5H11NO overall at a distorted geometry from the Open Molecules 2025 dataset. Energies are from ωB97M-V/def2-TZVPD.

Positions of all 18 atoms, in Å:
N1 -2.345 0.544 0.364
C1 -1.578 0.522 -0.969
C2 2.348 0.393 0.669
C3 2.126 -0.180 -0.601
C4 0.791 -0.199 -1.024
C5 -0.133 0.795 -0.901
H1 -1.602 0.480 0.999
H2 -3.012 -0.278 0.306
H3 -1.699 -0.505 -1.310
H4 -2.003 1.225 -1.705
H5 3.401 0.441 1.113
H6 1.520 0.832 1.177
H7 2.994 -0.533 -1.252
H8 0.405 -1.147 -1.383
H9 0.142 1.864 -0.778
H10 -0.451 -1.925 1.062
H11 -0.532 -0.635 2.161
O1 -0.373 -1.693 2.074

The calculation puts the lowest unoccupied orbital energy (spin up / spin down) at 0.15938 / 0.14823 Ha. The value obtained for the largest force on an atom is 0.07869 hartree/bohr. The expectation value of S² is 0.7633. The value obtained for the orbital gap (spin up / spin down) is 0.15424 / 0.27466 hartree. The energy above the lowest of the compared OMol25 structures with the same formula, charge and spin comes out at 57.0 kcal per mole. The calculation puts the highest occupied orbital energy (spin up / spin down) at 0.14 / -3.44 eV. For the molecular weight, the calculation gives 101.149 g/mol. The spin multiplicity is 2. The charge is -1.

Entry 5:
Here is C13H23B4ClO13 as an isolated structure at a distorted geometry from the Open Molecules 2025 dataset. Energies are from ωB97M-V/def2-TZVPD.

Positions of all 54 atoms, in Å:
C1 7.984 -1.375 -0.291
C2 6.731 -1.891 0.535
B1 5.441 -1.935 -0.394
O1 4.489 -2.980 -0.458
B2 3.201 -2.423 -0.289
Cl1 1.980 -3.463 0.578
O2 2.852 -1.151 -0.777
B3 3.977 -0.262 -0.663
B4 3.930 1.230 0.100
O3 2.980 1.376 1.174
C3 4.856 2.490 -0.209
C4 5.817 2.348 -1.432
O4 5.187 -0.783 -1.208
H1 8.449 -0.532 0.243
H2 8.711 -2.201 -0.328
H3 7.721 -1.105 -1.325
H4 6.990 -2.861 0.987
H5 6.501 -1.171 1.349
H6 3.469 1.096 1.953
H7 4.216 3.393 -0.256
H8 5.498 2.631 0.691
H9 6.313 3.330 -1.573
H10 5.287 2.111 -2.365
H11 6.634 1.645 -1.208
C5 -1.487 -3.749 1.391
C6 -1.568 -2.523 2.259
O5 -2.976 -2.358 2.436
C7 -3.557 -3.569 2.247
O6 -4.694 -3.811 2.482
O7 -2.667 -4.467 1.752
H12 -0.597 -4.342 1.585
H13 -1.531 -3.512 0.324
H14 -1.102 -2.671 3.236
H15 -1.130 -1.645 1.788
C8 -2.805 0.389 -0.455
C9 -3.251 1.800 -0.721
O8 -3.264 2.379 0.582
C10 -2.411 1.662 1.357
O9 -2.067 1.979 2.445
O10 -2.004 0.534 0.720
H16 -2.222 -0.031 -1.273
H17 -3.640 -0.281 -0.234
H18 -2.545 2.352 -1.346
H19 -4.239 1.846 -1.177
C11 -8.614 2.926 -1.177
C12 -7.351 2.305 -0.648
O11 -7.195 1.151 -1.471
C13 -7.861 1.384 -2.631
O12 -7.792 0.696 -3.593
O13 -8.613 2.510 -2.544
H20 -8.615 4.012 -1.102
H21 -9.510 2.536 -0.688
H22 -6.480 2.954 -0.779
H23 -7.428 2.026 0.401

The calculation puts the lowest unoccupied orbital energy at -0.02848 Ha. The value obtained for the largest force on an atom is 0.05327 hartree/bohr. The value obtained for the orbital gap is 0.34333 hartree. The energy above the lowest of the compared OMol25 structures with the same formula, charge and spin comes out at 21.9 kcal per mole. The calculation puts the highest occupied orbital energy at -10.12 eV. For the molecular weight, the calculation gives 466.015 g/mol. The charge is 0.

Entry 6:
Here is the molecule C5H11N2OP at a distorted geometry from the Open Molecules 2025 dataset. Energies are from ωB97M-V/def2-TZVPD.

Positions of all 20 atoms, in Å:
C1 0.837 1.958 0.063
P1 -0.038 0.391 -0.580
N1 0.786 -0.818 0.226
C2 2.193 -0.924 0.564
C3 1.734 -1.731 -0.573
N2 -1.313 0.525 0.454
C4 -2.673 0.647 -0.249
C5 -2.221 -0.625 0.488
O1 -1.934 -1.773 -0.187
H1 0.289 2.783 -0.362
H2 0.823 2.057 1.156
H3 1.930 1.939 -0.306
H4 2.426 -1.426 1.499
H5 2.859 -0.051 0.289
H6 1.966 -1.487 -1.587
H7 1.777 -2.833 -0.352
H8 -2.604 0.783 -1.394
H9 -3.481 1.269 0.329
H10 -2.602 -0.866 1.505
H11 -1.009 -1.633 -0.604

The calculation puts the lowest unoccupied orbital energy at 0.03641 Ha. The value obtained for the largest force on an atom is 0.06855 hartree/bohr. The value obtained for the orbital gap is 0.33237 hartree. The energy above the lowest of the compared OMol25 structures with the same formula, charge and spin comes out at 35.5 kcal per mole. The calculation puts the highest occupied orbital energy at -8.05 eV. For the molecular weight, the calculation gives 146.130 g/mol. The charge is 0.

The records above give, respectively, E values of -1189.2686 -2202.6961 -2604.0362 -326.9842 -2047.2146 -723.0949 Eh.